Record 1
ORCA calculation (wB97M-V/def2-TZVPD) on a molecular structure, C17H31CrN2OP3 at a distorted geometry.

```
55
Properties=species:S:1:pos:R:3:forces:R:3
Cr 0.152 0.101 -0.328 -0.193 0.566 -0.755
P 0.945 2.244 -0.145 1.092 1.478 0.081
P 1.945 -1.262 -0.016 1.554 -0.017 0.819
N -1.469 0.946 -1.239 -0.077 1.355 -0.822
N -0.812 -1.514 -1.015 0.158 -2.364 -1.078
H -3.079 0.374 -2.526 0.128 0.050 0.391
H -2.836 -2.072 -1.385 0.336 0.094 -0.073
H -3.372 0.092 -0.792 0.504 0.226 -0.212
C -2.598 0.066 -1.582 -0.235 0.323 -0.177
H -1.934 -1.568 -2.825 0.267 -0.012 0.595
C -2.070 -1.360 -1.742 -0.246 -0.553 -0.235
H -2.149 2.587 -2.316 0.195 -0.331 -0.160
H -0.666 -3.561 -1.430 0.287 0.217 0.065
C -1.346 2.136 -1.717 -0.979 -0.102 0.797
C -0.154 -2.675 -1.027 -1.431 0.245 -0.276
H -0.647 3.959 -0.790 -0.189 -0.298 -0.375
C -0.247 3.069 -1.304 0.348 0.040 0.123
H 0.305 3.434 -2.181 -0.258 -0.105 0.188
H 3.102 -1.227 -0.833 -0.201 -0.060 0.324
H 2.466 -1.602 1.268 0.111 -0.263 -0.472
H 2.188 2.630 -0.685 -0.198 0.150 0.251
H 0.847 3.078 1.004 0.177 0.151 -0.384
O 1.335 0.410 -2.027 0.013 0.120 -0.703
C 0.912 0.211 -3.352 -0.253 0.263 0.786
C 1.284 1.406 -4.210 -0.052 -0.057 -0.247
C 1.578 -1.040 -3.913 -0.231 0.014 -0.237
H -0.228 0.156 -3.341 0.908 -0.401 -0.466
H 0.707 2.284 -3.924 0.018 0.101 -0.060
H 2.348 1.633 -4.100 -0.079 -0.045 0.012
H 1.077 1.181 -5.259 0.012 0.199 -0.044
H 1.309 -1.936 -3.354 -0.025 -0.055 0.075
H 1.307 -1.196 -4.960 0.002 -0.088 0.003
H 2.665 -0.915 -3.861 -0.153 0.020 0.037
C 1.144 -2.766 -0.537 -0.113 -0.798 -0.067
H 1.632 -3.735 -0.526 -0.056 0.084 -0.060
C -2.292 -1.031 1.954 -0.502 -0.073 0.491
P -0.936 0.155 1.720 0.053 -0.305 2.028
C -1.697 1.739 2.169 -0.394 0.145 0.382
C 0.148 -0.235 3.164 -0.287 -0.093 -0.167
C 0.624 -1.554 3.303 0.119 0.459 0.273
C 1.489 -1.870 4.352 -0.157 -0.089 -0.223
C 1.865 -0.894 5.273 -0.094 0.400 0.080
C 1.384 0.413 5.144 -0.066 -0.251 -0.279
C 0.537 0.748 4.081 0.119 -0.172 0.080
H -3.080 -0.874 1.206 0.184 -0.057 0.177
H -2.717 -0.889 2.960 -0.019 -0.192 -0.322
H -1.924 -2.061 1.868 -0.071 0.251 -0.014
H -2.103 1.670 3.188 0.010 0.186 -0.257
H -0.979 2.566 2.124 -0.152 -0.223 0.020
H -2.515 1.956 1.471 0.144 -0.041 0.127
H 0.322 -2.332 2.596 0.093 0.228 0.203
H 1.869 -2.887 4.448 -0.113 0.249 0.022
H 2.528 -1.145 6.101 -0.175 0.038 -0.251
H 1.658 1.179 5.865 0.018 -0.170 -0.105
H 0.177 1.777 3.981 0.149 -0.434 0.090
```
Forces are in eV/Å.

For the calculated total energy, the calculation gives -2919.31991 Eh. The calculation puts the max |F| at 0.051 Eh/bohr. The charge is +1. As for the spin multiplicity: 6.

=====

Record 2
ORCA calculation (wB97M-V/def2-TZVPD) on 3 unconnected molecules or ions with the total composition C4H12NO2 at a distorted geometry.

```
19
Properties=species:S:1:pos:R:3:forces:R:3
C 1.304 1.285 2.761 0.378 -2.909 2.278
C 0.276 0.532 1.955 -0.601 2.303 -2.046
C 0.517 -0.633 1.347 -0.452 -1.065 1.772
N -0.024 -0.955 0.101 -0.852 -1.248 -1.058
C 0.134 -2.025 -0.623 0.225 -0.005 1.007
H 2.036 0.478 3.214 -1.510 1.545 -0.325
H 2.022 1.938 2.294 -0.336 0.263 -1.162
H 0.794 1.874 3.521 0.280 -0.131 0.308
H -0.659 1.082 1.600 1.528 -0.299 0.256
H 1.008 -1.417 1.924 0.778 0.122 -0.875
H -0.711 -0.317 -0.376 0.651 0.948 0.040
H 0.208 -1.892 -1.698 -1.079 -0.139 -0.001
H 0.232 -3.015 -0.165 0.952 0.442 -0.072
H -0.133 0.524 -4.111 -0.793 -0.366 0.817
H 0.847 1.049 -3.222 -0.206 -0.068 0.906
O -0.012 0.592 -3.136 1.120 0.483 -1.692
H -1.292 1.060 -1.731 -0.376 -0.163 -0.176
H -2.748 0.666 -1.268 -0.023 0.005 -0.052
O -1.816 0.610 -1.043 0.316 0.282 0.075
```
Forces are in eV/Å.

The calculation puts the relative energy (zero: lowest compared OMol25 entry of this formula, charge and spin) at 314.10 kJ/mol. The calculation puts the max |F| at 0.072 Eh/bohr. The charge is +1.

=====

Record 3
ORCA calculation (wB97M-V/def2-TZVPD) on a single C5H7NO2 molecule at a distorted geometry.

```
15
Properties=species:S:1:pos:R:3:forces:R:3
C -0.870 1.120 -2.428 2.248 1.696 1.444
C -0.597 0.957 -0.894 1.030 0.264 -2.526
O -1.459 -0.010 -0.437 -2.289 -3.232 1.959
C -0.599 -0.308 0.730 1.360 -1.277 -0.449
C 0.221 -1.476 1.433 2.358 1.906 3.177
N 1.444 -0.908 1.648 -3.643 -1.083 -3.153
O 1.624 0.097 0.690 2.115 2.087 0.023
C 0.519 0.143 -0.206 0.071 -1.472 2.227
H -0.373 0.323 -3.021 -1.405 -0.167 0.373
H -2.031 1.218 -2.226 2.278 0.028 -2.093
H -0.135 2.035 -2.789 -2.783 -1.527 0.853
H -0.958 1.824 -0.486 0.170 2.766 1.480
H -0.831 0.256 1.671 -0.282 0.426 -1.361
H 0.121 -1.997 2.460 -0.999 0.087 -2.107
H 0.733 -0.608 -0.970 -0.230 -0.503 0.154
```
Forces are in eV/Å.

The calculation puts the relative energy (zero: lowest compared OMol25 entry of this formula, charge and spin) at 731.62 kJ/mol. The calculation puts the max |F| at 0.096 Eh/bohr.